DFT (wB97M-V/def2-TZVPD) results for 2 unconnected molecules or ions with the total composition C2H6IN.

SMILES: C=C.NI
Energy above the lowest of the compared OMol25 structures with the same formula, charge and spin (eV): 0.234
Gap between HOMO and LUMO (Ha): 0.330

The geometry in ORCA input format:
```
! RIJCOSX wB97M-V def2-TZVPD def2/J DEFGRID3
* xyz 0 1
C 1.5881 -0.5997 0.4396
C 1.3384 -0.2757 -0.8123
N -1.8757 0.7879 0.0037
I -3.7478 -0.0458 0.0992
H -1.2630 0.2078 0.5641
H 2.3312 -1.3394 0.6936
H 1.0847 -0.1441 1.2771
H 0.5981 0.4579 -1.0876
H 1.8677 -0.7502 -1.6223
H -1.9216 1.7013 0.4449
*
```

***

DFT (wB97M-V/def2-TZVPD) results for a molecular structure, C52H59N16O2RhSb.

⟨S²⟩: 6.01
Gap between HOMO and LUMO (spin up / spin down) (Ha): 0.249 / 0.133

The geometry in ORCA input format:
```
! RIJCOSX wB97M-V def2-TZVPD def2/J DEFGRID3
* xyz 3 5
Rh -0.7989 -0.1889 0.4472
C -4.6327 3.8559 -0.8329
N -3.5713 2.8372 -0.8654
C -3.3705 1.8271 -0.0342
N -2.3944 1.0501 -0.5093
C -2.0405 1.6790 -1.6739
N -2.7259 2.7628 -1.9111
C -5.6243 3.6428 -1.9525
C -6.1603 4.7381 -2.6138
C -7.0592 4.5485 -3.6557
C -7.4019 3.2708 -4.0618
C -6.8559 2.1721 -3.4040
C -5.9841 2.3610 -2.3403
C -7.1601 0.8203 -3.8706
N -7.9406 0.4584 -4.8217
N -7.8359 -0.9269 -4.9094
C -7.0019 -1.2850 -4.0028
O -6.5227 -0.2312 -3.2882
C -6.5222 -2.6297 -3.6869
C -6.9252 -3.7060 -4.4748
C -6.4721 -4.9786 -4.1772
C -5.6121 -5.1852 -3.1053
C -5.2082 -4.1135 -2.3235
C -4.3115 -4.3428 -1.1346
N -3.1273 -3.4689 -1.1382
C -2.8850 -2.3986 -0.3998
N -1.6836 -1.9094 -0.7087
C -1.2432 -2.7608 -1.6822
N -2.0928 -3.7114 -1.9640
C -5.6667 -2.8362 -2.6145
H -4.1586 4.8304 -0.9266
H -5.0949 3.7833 0.1526
H -3.9422 1.6665 0.8659
H -1.2903 1.3077 -2.3549
H -5.8827 5.7431 -2.3190
H -7.4756 5.4054 -4.1673
H -8.0760 3.1096 -4.8924
H -5.5754 1.4902 -1.8406
H -7.5850 -3.5288 -5.3134
H -6.7850 -5.8171 -4.7841
H -5.2687 -6.1866 -2.8758
H -3.9456 -5.3664 -1.1170
H -4.8350 -4.1466 -0.1981
H -3.5685 -2.0139 0.3395
H -0.2910 -2.6738 -2.1794
H -5.3749 -1.9895 -2.0022
C 0.3635 4.6042 3.2902
N 0.3440 3.5330 2.2759
C -0.0609 2.2732 2.3525
N 0.0977 1.6926 1.1570
C 0.5977 2.6975 0.3794
N 0.7625 3.8170 1.0238
C 0.5730 4.1206 4.7024
C 0.0160 4.8602 5.7409
C 0.2878 4.5309 7.0608
C 1.1011 3.4492 7.3591
C 1.6379 2.6938 6.3233
C 1.3838 3.0348 4.9995
C 2.4721 1.5314 6.6234
N 3.2332 1.3248 7.6339
N 3.7975 0.0632 7.4486
C 3.3275 -0.3835 6.3426
O 2.4757 0.4933 5.7403
C 3.5308 -1.6930 5.7236
C 4.7201 -2.3842 5.9186
C 4.8759 -3.6415 5.3544
C 3.8503 -4.2101 4.6138
C 2.6496 -3.5278 4.4408
C 1.5168 -4.2206 3.7187
N 0.5442 -3.2749 3.1622
C 0.6379 -2.5718 2.0469
N -0.4093 -1.7542 1.9507
C -1.1222 -2.0188 3.0903
N -0.5635 -2.9246 3.8461
C 2.4962 -2.2647 4.9878
H -0.5689 5.1611 3.2055
H 1.1697 5.2679 2.9810
H -0.4305 1.8117 3.2542
H 0.8331 2.5881 -0.6673
H -0.6184 5.7106 5.5208
H -0.1464 5.1146 7.8608
H 1.3171 3.1780 8.3838
H 1.8553 2.4553 4.2142
H 5.5067 -1.9398 6.5138
H 5.8003 -4.1850 5.4957
H 3.9793 -5.2002 4.1917
H 0.9526 -4.8689 4.3875
H 1.8990 -4.8280 2.8992
H 1.4302 -2.6931 1.3268
H -2.0544 -1.5426 3.3486
H 1.5639 -1.7215 4.8901
C 4.2792 3.5985 -1.2500
C 4.6871 2.2962 -1.9306
C 6.2015 2.1535 -2.0064
C 4.0284 2.1456 -3.2964
Sb 3.8677 0.6365 -0.6879
C 4.4803 0.7750 1.4510
C 4.0455 -0.4899 2.1780
C 5.9933 0.9520 1.4624
C 3.7589 1.9868 2.0299
C 4.1859 -1.3241 -1.6771
C 3.0210 -1.4690 -2.6533
C 4.1578 -2.4252 -0.6274
C 5.5296 -1.2918 -2.3943
H 4.5071 4.4239 -1.9311
H 4.8422 3.7743 -0.3333
H 3.2119 3.6501 -1.0273
H 6.5760 2.9928 -2.6035
H 6.5219 1.2409 -2.5026
H 6.6848 2.2188 -1.0340
H 4.3748 2.9628 -3.9363
H 2.9397 2.2140 -3.2443
H 4.3007 1.2139 -3.7922
H 4.5832 -1.3757 1.8491
H 2.9698 -0.6649 2.0840
H 4.2554 -0.3637 3.2454
H 6.5206 0.1335 0.9679
H 6.3247 0.9666 2.5065
H 6.3023 1.8956 1.0153
H 2.6814 1.8201 2.0794
H 3.9468 2.9045 1.4734
H 4.1220 2.1445 3.0513
H 2.0544 -1.4296 -2.1420
H 3.0931 -2.4434 -3.1467
H 3.0310 -0.7074 -3.4333
H 3.2439 -2.4037 -0.0301
H 5.0193 -2.3859 0.0371
H 4.1918 -3.3891 -1.1449
H 5.5389 -0.5982 -3.2333
H 5.7205 -2.2909 -2.8008
H 6.3596 -1.0573 -1.7263
*
```

***

DFT (wB97M-V/def2-TZVPD) results for a gas-phase ion, C2H5N2 (charge +1) at a distorted geometry.

SMILES: N=[N+]1CC1
Energy above the lowest of the compared OMol25 structures with the same formula, charge and spin (eV): 3.231
Gap between HOMO and LUMO (Ha): 0.360

The geometry in ORCA input format:
```
! RIJCOSX wB97M-V def2-TZVPD def2/J DEFGRID3
* xyz 1 1
C 0.5146 0.9003 -0.0280
C 0.8119 -0.5956 0.0255
N -1.7720 -0.1497 -0.0106
N -0.5979 0.0599 0.1184
H 0.7548 1.4450 0.8991
H 0.6929 1.5262 -0.8826
H 0.8907 -1.0232 -0.9502
H 0.9191 -1.1511 1.0189
H -2.2142 -1.0118 -0.1906
*
```

***

DFT (wB97M-V/def2-TZVPD) results for a molecular structure, C29H22N3ORu at a distorted geometry.

⟨S²⟩: 0.79
Energy above the lowest of the compared OMol25 structures with the same formula, charge and spin (eV): 1.092
Gap between HOMO and LUMO (spin up / spin down) (Ha): 0.219 / 0.216

The geometry in ORCA input format:
```
! RIJCOSX wB97M-V def2-TZVPD def2/J DEFGRID3
* xyz 0 2
Ru 0.5964 -0.5113 -1.0443
C -1.5535 0.5975 -4.6747
C -0.6928 -0.0904 -3.8263
N -0.1659 0.4711 -2.7486
C -0.4646 1.7688 -2.4510
C -1.2885 2.5521 -3.2940
C -1.8466 1.9178 -4.4212
C -1.5029 3.9042 -2.9642
C -0.8512 4.4498 -1.8824
C -0.0468 3.6837 -1.0352
C 0.0937 2.3085 -1.2447
N 0.6988 1.3763 -0.4617
C 1.4103 1.5660 0.6977
C 1.3321 2.6080 1.6164
C 2.1660 2.6283 2.7406
C 3.0643 1.6231 2.9998
C 3.1308 0.5102 2.1378
C 3.9571 -0.6092 2.3558
C 3.9340 -1.6581 1.4655
C 3.1131 -1.5922 0.3447
N 2.3268 -0.5520 0.1088
C 2.3034 0.4893 0.9923
H -1.9687 0.0972 -5.5382
H -0.3979 -1.1147 -4.0138
H -2.4980 2.4779 -5.0801
H -2.1590 4.5046 -3.5816
H -0.9823 5.5034 -1.6709
H 0.4696 4.1672 -0.2220
H 0.5841 3.3750 1.4953
H 2.0885 3.4561 3.4341
H 3.7056 1.6594 3.8713
H 4.5986 -0.6373 3.2276
H 4.5488 -2.5327 1.6251
H 3.0659 -2.3863 -0.3895
C -0.1158 -3.4242 -1.9565
O 0.7216 -2.3294 -1.7851
H -0.2710 -3.9734 -1.0147
H 0.3243 -4.1219 -2.6804
H -1.1154 -3.1372 -2.3233
C -1.2491 -3.4533 3.4103
C -0.1530 -3.4682 2.5246
C -0.0910 -2.5760 1.4915
C -1.1252 -1.6322 1.2696
C -1.0978 -0.7200 0.1773
C -2.1592 0.1300 -0.0083
C -3.2595 0.1326 0.8750
C -3.2900 -0.7137 1.9457
C -2.2335 -1.6275 2.1631
C -2.2586 -2.5500 3.2367
H -1.2900 -4.1682 4.2227
H 0.6356 -4.1964 2.6689
H 0.7476 -2.5906 0.8065
H -2.1854 0.8180 -0.8455
H -4.0754 0.8241 0.7012
H -4.1262 -0.7032 2.6354
H -3.1020 -2.5306 3.9173
*
```

***

DFT (wB97M-V/def2-TZVPD) results for a molecular structure, C28H70F4Li2N2O22S4 at a distorted geometry.

Energy above the lowest of the compared OMol25 structures with the same formula, charge and spin (eV): 11.676
Gap between HOMO and LUMO (Ha): 0.142

The geometry in ORCA input format:
```
! RIJCOSX wB97M-V def2-TZVPD def2/J DEFGRID3
* xyz 0 1
Li 1.2113 -7.0132 0.0374
Li 4.0206 -4.8868 -2.0793
N 1.2006 -3.1479 -0.1179
S -0.0201 -2.2460 -0.9484
O 0.2164 -0.8390 -1.3164
O -1.3524 -2.7536 -0.6160
F 0.1935 -3.0303 -2.2774
S 1.1522 -2.1817 1.0296
O 0.0090 -2.0781 1.9248
O 1.8987 -0.9551 0.8423
F 2.1757 -3.1130 1.9173
N 6.4478 -2.7253 -3.7917
S 6.0846 -1.1949 -4.5255
O 6.7126 -1.1584 -5.8520
O 5.8966 -0.0261 -3.7161
F 4.5795 -1.6252 -4.8304
S 7.4240 -2.0913 -2.7887
O 6.8680 -1.9013 -1.4750
O 8.5271 -1.2475 -3.2555
F 8.1639 -3.5443 -2.4484
C -6.2883 -7.8363 -6.0625
O -7.3310 -6.8515 -6.1064
C -6.8415 -5.5430 -5.6299
C -7.9486 -4.5992 -5.3641
O -8.4966 -4.1325 -6.6229
C -9.8126 -3.7178 -6.4728
H -5.4249 -7.4438 -6.5997
H -6.6710 -8.6242 -6.7112
H -6.0797 -8.2561 -5.0784
H -6.2815 -5.0857 -6.4457
H -6.1258 -5.5712 -4.8083
H -7.5312 -3.7443 -4.8320
H -8.7212 -5.0408 -4.7347
H -10.4321 -4.5978 -6.2996
H -10.2167 -3.1149 -7.2860
H -9.8841 -3.1596 -5.5392
C 6.4545 3.7870 7.7952
O 6.9654 2.4279 7.6762
C 6.6929 1.7657 6.4076
C 7.1240 0.2958 6.5512
O 6.4088 -0.1498 7.6437
C 6.3478 -1.6266 7.7500
H 7.0474 4.4477 7.1627
H 6.5684 4.0854 8.8373
H 5.3961 3.8523 7.5429
H 7.3128 2.1953 5.6207
H 5.6396 1.7107 6.1329
H 8.1912 0.3455 6.7673
H 6.9577 -0.3613 5.6977
H 5.3463 -1.9382 7.4533
H 6.3179 -1.7878 8.8276
H 7.1351 -2.1321 7.1909
C 9.3945 9.7715 5.1961
O 9.1639 8.5506 4.4704
C 8.4102 8.7814 3.2186
C 8.3435 7.4847 2.4282
O 7.0119 6.9120 2.6495
C 6.8217 5.6911 1.9725
H 9.5968 9.5964 6.2527
H 8.5380 10.4365 5.3070
H 10.2287 10.3356 4.7790
H 8.9916 9.5087 2.6520
H 7.4623 9.2793 3.4228
H 9.1294 6.7678 2.6658
H 8.4648 7.6791 1.3625
H 5.9809 5.1509 2.4077
H 7.7081 5.0652 1.8691
H 6.4410 5.8294 0.9605
C 1.0375 5.5280 -5.9120
O -0.2081 6.1332 -6.2001
C -0.2972 7.6030 -6.1859
C -1.7584 7.9996 -6.1467
O -2.4873 7.1908 -7.0022
C -3.7749 7.8534 -7.2645
H 1.3641 5.6757 -4.8826
H 1.7486 5.9063 -6.6464
H 0.7921 4.4660 -5.9183
H 0.2773 7.9364 -7.0501
H 0.2772 7.9170 -5.3143
H -1.7366 9.0548 -6.4191
H -2.1957 7.8426 -5.1607
H -4.4821 7.1537 -7.7098
H -3.5291 8.6207 -7.9986
H -4.3406 8.3474 -6.4745
C -4.9694 1.2833 14.3731
O -5.1771 1.0345 12.9508
C -4.2441 0.0742 12.5227
C -4.0085 -0.1462 11.0420
O -2.7774 -0.8951 10.8474
C -2.7633 -1.3904 9.4987
H -4.0453 1.8264 14.5711
H -4.8753 0.3710 14.9621
H -5.7078 1.8873 14.9003
H -4.6590 -0.8042 13.0170
H -3.3006 0.1450 13.0638
H -4.0588 0.7696 10.4531
H -4.7904 -0.7992 10.6543
H -1.7928 -1.8188 9.2481
H -2.8734 -0.6111 8.7445
H -3.3529 -2.3063 9.4587
C -4.5593 3.2621 -11.5455
O -4.1916 3.1761 -10.1510
C -5.0668 2.1961 -9.5842
C -4.9102 1.9183 -8.0922
O -3.5470 1.6983 -7.9787
C -3.1942 0.3110 -8.0776
H -3.7059 3.6357 -12.1113
H -5.4892 3.8205 -11.6530
H -4.7774 2.2915 -11.9912
H -4.8110 1.2706 -10.1000
H -6.0905 2.3435 -9.9282
H -5.5122 1.0824 -7.7358
H -5.2350 2.7571 -7.4766
H -2.1139 0.1663 -8.0645
H -3.5760 -0.0448 -9.0345
H -3.7077 -0.1888 -7.2562
C -1.8243 -10.8763 -0.5705
O -1.9647 -9.5048 -0.1843
C -2.9219 -9.3342 0.8078
C -2.3727 -9.6459 2.2357
O -1.1908 -8.8051 2.4042
C -1.0061 -8.1886 3.6670
H -1.1583 -11.0222 -1.4209
H -2.8218 -11.1090 -0.9433
H -1.4596 -11.3730 0.3285
H -3.8072 -9.9260 0.5754
H -3.1748 -8.2749 0.8539
H -2.1488 -10.7099 2.3131
H -3.0237 -9.2798 3.0296
H -1.2943 -8.9699 4.3703
H -1.5932 -7.2704 3.6869
H 0.0436 -7.9351 3.8149
*
```

***

DFT (wB97M-V/def2-TZVPD) results for 7 unconnected molecules or ions with the total composition C31H80ClO27P7 at a distorted geometry.

SMILES: CCCOP(CCCCl)CCCCCOC(C)=O.COP(=O)(OC)OC.COP(=O)(OC)OC.COP(=O)(OC)OC.COP(=O)(OC)OC.COP(=O)(OC)OC.COP(=O)(OC)OC
Gap between HOMO and LUMO (Ha): 0.212

The geometry in ORCA input format:
```
! RIJCOSX wB97M-V def2-TZVPD def2/J DEFGRID3
* xyz 0 1
C 0.4056 8.7180 0.3982
C 1.2979 8.3316 1.5986
C 2.6659 7.8220 1.0936
O 3.2440 6.8104 1.9068
P 2.4711 5.3396 1.9694
C 3.8335 4.1440 1.5812
C 3.7778 2.8713 2.4214
C 2.7131 1.9117 1.9186
Cl 2.2162 0.8133 3.2703
C 1.2955 5.1876 0.5606
C 1.9051 5.1522 -0.8743
C 1.4589 3.9332 -1.6830
C 0.1653 4.1380 -2.4871
C -0.9235 4.9252 -1.8003
O -1.5090 4.2150 -0.6888
C -2.3784 4.9867 -0.0065
C -3.7994 4.5076 0.1635
O -2.0657 6.0384 0.4555
H 0.4881 9.7692 0.1425
H 0.6763 8.1387 -0.4850
H -0.6298 8.4531 0.5946
H 0.7977 7.5768 2.1937
H 1.4822 9.2495 2.1459
H 3.3435 8.6725 1.1712
H 2.6422 7.5682 0.0347
H 4.7939 4.6371 1.7062
H 3.7784 3.8729 0.5237
H 4.7308 2.3600 2.3090
H 3.5804 3.1056 3.4629
H 3.1196 1.2529 1.1622
H 1.8064 2.4070 1.5938
H 0.4986 5.9231 0.6119
H 0.8016 4.2266 0.7071
H 1.5834 6.0624 -1.3848
H 2.9866 5.2412 -0.8102
H 2.2382 3.7450 -2.4238
H 1.4477 3.0537 -1.0421
H -0.2503 3.1514 -2.6952
H 0.3729 4.6327 -3.4315
H -0.5452 5.8790 -1.4373
H -1.7083 5.1670 -2.5185
H -4.0638 3.7109 -0.5190
H -3.9076 4.2213 1.2064
H -4.4019 5.3966 0.0179
C -3.0808 0.1518 -2.4649
O -2.4975 0.7222 -3.6644
P -1.9217 -0.3170 -4.8563
O -1.0762 0.7439 -5.4887
O -3.4355 -0.4341 -5.4716
C -4.1121 0.7575 -5.8557
O -1.4587 -1.5757 -5.8147
C -1.5628 -1.3828 -7.2193
H -3.4164 0.9762 -1.8403
H -3.9327 -0.4866 -2.7113
H -2.3398 -0.4247 -1.9131
H -3.4095 1.5615 -6.0785
H -4.7938 1.0771 -5.0662
H -4.6929 0.5295 -6.7491
H -0.9988 -0.5076 -7.5345
H -2.6045 -1.2956 -7.5262
H -1.1332 -2.2697 -7.6827
C -2.1812 2.6196 3.3891
O -3.4716 2.2277 3.9138
P -3.6198 1.9612 5.5211
O -4.8687 1.1933 5.6340
O -3.7751 3.5340 5.8958
C -4.9674 4.2116 5.5066
O -2.7077 1.6368 6.7955
C -3.3088 1.8468 8.0743
H -2.2792 2.7794 2.3189
H -1.8473 3.5491 3.8559
H -1.4466 1.8331 3.5579
H -5.7953 3.5161 5.3699
H -4.7981 4.7657 4.5817
H -5.2187 4.9172 6.2964
H -4.2294 1.2746 8.1697
H -3.4979 2.9049 8.2434
H -2.5923 1.4935 8.8123
C -5.2234 -6.1546 -1.3379
O -5.2277 -4.7664 -1.7670
P -5.0937 -4.4226 -3.3740
O -4.7136 -2.9933 -3.2692
O -6.6693 -4.6738 -3.6721
C -7.6253 -3.8220 -3.0422
O -4.6549 -4.7827 -4.8918
C -5.1844 -3.9472 -5.9227
H -5.3519 -6.1639 -0.2600
H -6.0467 -6.7028 -1.8011
H -4.2763 -6.6344 -1.5814
H -7.1842 -2.8644 -2.7664
H -8.0321 -4.3062 -2.1539
H -8.4329 -3.6549 -3.7526
H -4.9289 -2.9040 -5.7445
H -6.2628 -4.0708 -6.0065
H -4.7182 -4.2740 -6.8501
C -2.2437 -8.0740 -4.4747
O -2.2873 -8.1962 -3.0335
P -1.8115 -9.5959 -2.3281
O -2.3935 -9.5116 -0.9795
O -0.2312 -9.2398 -2.3931
C 0.2684 -8.1944 -1.5571
O -1.5917 -11.1381 -2.6902
C -0.8139 -11.9015 -1.7640
H -2.5714 -7.0688 -4.7269
H -1.2316 -8.2233 -4.8558
H -2.9212 -8.7909 -4.9371
H -0.3725 -8.0361 -0.6904
H 0.3504 -7.2675 -2.1261
H 1.2602 -8.4882 -1.2198
H -1.2408 -11.8516 -0.7646
H 0.2194 -11.5614 -1.7549
H -0.8445 -12.9309 -2.1130
C 3.0442 -1.5221 5.2087
O 2.7946 -2.8913 4.8012
P 3.4511 -4.1043 5.6718
O 3.3760 -5.2684 4.7753
O 2.2993 -4.0801 6.8180
C 0.9894 -4.5262 6.4726
O 4.6374 -4.3506 6.7214
C 4.5734 -5.5618 7.4741
H 2.5047 -0.8656 4.5236
H 2.6896 -1.3544 6.2290
H 4.1066 -1.2890 5.1422
H 1.0106 -5.2026 5.6185
H 0.3506 -3.6714 6.2458
H 0.5811 -5.0505 7.3349
H 4.5260 -6.4268 6.8155
H 3.7218 -5.5516 8.1514
H 5.4894 -5.6100 8.0587
C 6.3478 2.7398 -3.6117
O 6.3697 2.8358 -2.1690
P 7.0872 1.6362 -1.3054
O 6.5582 1.8370 0.0536
O 8.5747 2.2575 -1.5368
C 8.9011 3.4984 -0.9129
O 7.6345 0.1328 -1.4116
C 8.5917 -0.2688 -0.4283
H 5.8631 3.6340 -3.9926
H 7.3634 2.6863 -4.0094
H 5.7781 1.8687 -3.9330
H 8.2767 3.6822 -0.0387
H 8.7846 4.3178 -1.6235
H 9.9436 3.4474 -0.6040
H 8.1982 -0.1307 0.5767
H 9.5243 0.2771 -0.5515
H 8.7763 -1.3273 -0.5952
*
```

***

Going through the records in order, we get E_tot values of -11760.4308 -92337.6119 -5123.8154 -39529.5216 -132796.8289 -166271.8893 eV.